Entry 1:
Entry from OMol25: a cluster of 2 separate species, H4P2S in total in a non-equilibrium geometry (wB97M-V/def2-TZVPD).

LUMO = -1.66 eV
HOMO = -8.9959 eV
Electronic energy = -29475.60414 eV
Total charge = 0
M = 98.05 g/mol
HOMO-LUMO gap = 7.34 eV
Structure (SMILES) = P=S.P

Cartesian coordinates (Å):
P (1.17, -0.83, -0.04)
P (-3.55, 0.65, 0.07)
S (-2.80, -1.10, -0.29)
H (1.49, -0.91, 1.47)
H (-0.12, -0.69, 0.48)
H (-2.26, 1.26, 0.47)
H (1.57, 0.49, -0.25)


Entry 2:
Entry from OMol25: a cluster of 2 separate species, H4P2S7 in total in a non-equilibrium geometry (wB97M-V/def2-TZVPD).

LUMO = -1.43 eV
HOMO = -9.1259 eV
Electronic energy = -94491.03176 eV
Total charge = 0
M = 290.45 g/mol
HOMO-LUMO gap = 7.70 eV

Cartesian coordinates (Å):
P (0.02, 1.60, -2.96)
P (0.07, -0.57, 1.83)
S (0.19, -0.24, -2.24)
S (-1.83, -0.24, 0.75)
S (0.46, 3.00, -1.45)
S (-0.41, 2.23, -4.75)
S (0.71, -2.50, 1.25)
S (-0.68, -0.94, 3.81)
S (1.37, 0.88, 1.56)
H (1.33, 2.16, -0.90)
H (-1.54, -1.01, -0.27)
H (1.30, -2.16, -0.01)
H (-0.99, -2.20, 3.39)


Entry 3:
Entry from OMol25: a cluster of 2 separate species, H4S2 in total (wB97M-V/def2-TZVPD).

LUMO = 0.74 eV
HOMO = -9.7411 eV
Electronic energy = -21735.03494 eV
Total charge = 0
M = 68.17 g/mol
HOMO-LUMO gap = 10.48 eV
Structure (SMILES) = S.S

Cartesian coordinates (Å):
S (1.66, 2.73, 0.55)
H (0.46, 3.29, 0.80)
H (1.11, 1.75, -0.18)
S (-0.71, -2.61, 0.11)
H (-0.64, -3.14, -1.13)
H (-1.89, -2.02, -0.16)